Molecular formula: C42H90CrNO29
Method: DFT, ωB97M-V/def2-TZVPD

The multiplicity is 5. The HOMO-LUMO gap (alpha / beta) comes out at 7.454 / 7.655 eV. Its total charge is +1. For the HOMO energy (alpha / beta), the calculation gives -11.00 / -11.19 eV. The LUMO energy (alpha / beta) comes out at -3.541 / -3.539 eV. The expectation value of S² is 6.064. For the largest force on an atom, the calculation gives 0.094 hartree/bohr.

Atoms and positions in Å:
Cr  -14.345  7.221  26.500
O  -16.980  -4.720  29.515
O  -11.842  4.617  33.535
O  -9.198  0.060  27.367
O  -11.600  1.652  21.938
O  -18.614  7.962  26.142
O  -21.771  4.291  27.209
O  -18.859  2.756  31.469
O  -16.458  7.322  25.916
O  -11.846  -2.656  26.996
O  -17.535  1.045  30.724
O  -14.156  4.994  26.767
O  -11.459  0.217  20.402
O  -12.384  -4.139  25.267
O  -10.690  1.922  27.238
O  -10.381  2.263  20.116
O  -12.229  2.431  33.772
O  -19.882  3.166  27.846
O  -13.424  7.637  24.566
O  -10.574  0.307  29.036
O  -15.365  -3.198  29.995
O  -14.305  1.735  18.819
O  -21.765  2.187  28.116
O  -18.202  6.447  24.677
O  -15.107  1.889  20.831
O  -12.576  3.339  31.828
O  -12.680  -1.844  25.252
O  -16.832  2.632  32.120
O  -14.276  3.758  19.904
O  -17.148  -2.838  28.551
N  -11.192  4.540  26.521
C  -15.535  2.604  21.971
C  -17.673  7.228  25.606
C  -16.799  -1.489  28.358
C  -10.439  2.648  35.671
C  -14.762  3.738  26.749
C  -18.997  4.113  27.323
C  -15.603  -1.251  27.416
C  -11.099  1.495  20.743
C  -12.212  3.554  33.069
C  -20.854  1.522  31.833
C  -10.947  -0.427  19.210
C  -14.536  2.567  19.827
C  -13.921  2.295  17.551
C  -12.663  4.385  30.888
C  -17.678  2.036  31.406
C  -16.379  -3.558  29.402
C  -13.859  7.019  23.404
C  -18.536  4.775  23.252
C  -12.358  -2.987  25.771
C  -21.241  3.309  27.738
C  -12.944  5.788  23.190
C  -18.348  8.729  27.264
C  -23.374  0.697  28.776
C  -11.855  2.442  35.217
C  -13.049  -1.738  23.928
C  -8.843  0.185  25.956
C  -15.469  2.224  32.274
C  -14.256  2.777  25.658
C  -12.451  2.798  17.478
C  -13.959  7.849  22.146
C  -11.230  -3.758  27.736
C  -13.656  -0.275  23.720
C  -17.480  5.420  24.067
C  -11.638  0.749  29.878
C  -16.385  -5.754  30.283
C  -11.985  -1.417  18.615
C  -23.157  2.033  28.039
C  -11.201  2.774  22.735
C  -10.202  0.920  27.830
C  -20.067  2.337  30.871
C  -14.857  2.962  28.043
C  -12.921  -0.007  29.506
H  -11.338  0.623  30.919
H  -19.405  5.124  27.332
H  -17.044  4.700  24.760
H  -10.064  -0.972  19.544
H  -16.652  5.635  23.392
H  -19.071  4.234  24.032
H  -10.348  -4.054  27.168
H  -14.553  3.154  17.325
H  -14.917  1.912  25.626
H  -12.182  1.424  35.426
H  -18.000  3.999  27.748
H  -14.939  2.880  32.966
H  -15.981  -5.449  31.248
H  -13.053  0.499  24.195
H  -10.670  0.275  18.423
H  -12.992  7.860  21.644
H  -14.680  -1.611  27.871
H  -13.808  0.428  29.968
H  -14.153  3.155  24.640
H  -14.188  1.600  16.755
H  -21.218  2.053  32.713
H  -15.378  3.534  28.811
H  -13.865  2.725  28.426
H  -14.917  2.266  31.335
H  -10.983  -3.478  28.760
H  -11.741  -1.758  17.609
H  -11.905  6.089  23.051
H  -12.181  3.021  16.445
H  -19.300  5.430  22.833
H  -19.910  1.797  29.937
H  -11.789  5.032  30.962
H  -12.151  3.481  18.273
H  -10.119  2.803  22.604
H  -11.822  1.923  17.638
H  -14.676  -0.277  24.104
H  -18.256  4.133  22.418
H  -15.504  -6.119  29.754
H  -15.417  1.320  32.882
H  -12.455  3.083  35.864
H  -17.650  -0.988  27.897
H  -12.107  -2.254  19.302
H  -20.328  0.662  32.248
H  -13.275  2.428  25.979
H  -13.010  -1.047  18.651
H  -15.795  3.964  26.483
H  -15.436  2.063  27.834
H  -16.779  -1.053  29.357
H  -23.409  1.855  26.994
H  -12.125  -1.917  23.377
H  -16.284  1.988  22.468
H  -10.347  2.128  36.624
H  -12.192  4.674  26.480
H  -15.552  -0.174  27.257
H  -18.879  9.679  27.320
H  -17.057  -6.605  30.398
H  -11.334  2.679  23.812
H  -23.805  2.792  28.477
H  -10.795  5.188  27.187
H  -10.161  3.698  35.758
H  -14.594  7.324  21.432
H  -10.727  4.729  25.645
H  -24.202  0.139  28.339
H  -18.628  8.021  28.044
H  -14.825  6.546  23.579
H  -13.147  5.204  22.292
H  -13.109  5.142  24.052
H  -13.742  -2.540  23.674
H  -11.574  3.712  22.325
H  -11.029  3.597  26.845
H  -15.770  -1.738  26.455
H  -16.005  3.555  21.722
H  -8.047  -0.528  25.739
H  -14.494  8.786  22.299
H  -12.580  3.966  29.885
H  -13.637  4.864  30.989
H  -18.878  3.978  26.247
H  -9.764  2.098  35.015
H  -8.643  1.226  25.700
H  -23.290  0.755  29.862
H  -14.742  2.732  22.707
H  -13.695  0.011  22.669
H  -22.577  0.047  28.414
H  -21.670  1.035  31.299
H  -20.597  3.265  30.654
H  -17.318  8.985  27.512
H  -13.081  0.157  28.440
H  -9.729  -0.160  25.425
H  -11.832  -4.662  27.833
H  -11.717  1.821  29.703
H  -12.914  -1.080  29.697

Atom charges from the Mulliken analysis, given in e for atoms 1 to 99: number 1, Cr, carries 0.729; number 2, O, carries -0.354; number 3, O, carries -0.622; number 4, O, carries -0.365; number 5, O, carries 0.066; number 6, O, carries -0.331; number 7, O, carries -0.636; number 8, O, carries -0.399; number 9, O, carries -0.267; number 10, O, carries 0.001; number 11, O, carries -0.567; number 12, O, carries 0.252; number 13, O, carries -0.232; number 14, O, carries -0.625; number 15, O, carries -0.644; number 16, O, carries -0.628; number 17, O, carries -0.310; number 18, O, carries -0.207; number 19, O, carries -0.972; number 20, O, carries -0.343; number 21, O, carries -0.580; number 22, O, carries -0.399; number 23, O, carries -0.111; number 24, O, carries -0.273; number 25, O, carries -0.391; number 26, O, carries -0.056; number 27, O, carries 0.173; number 28, O, carries -0.393; number 29, O, carries -0.608; number 30, O, carries -0.392; number 31, N, carries 0.126; number 32, C, carries -0.546; number 33, C, carries 0.715; number 34, C, carries -0.654; number 35, C, carries -1.155; number 36, C, carries 1.456; number 37, C, carries -0.802; number 38, C, carries 0.098; number 39, C, carries 0.445; number 40, C, carries 0.630; number 41, C, carries -1.046; number 42, C, carries -0.310; number 43, C, carries 0.898; number 44, C, carries -0.398; number 45, C, carries -0.404; number 46, C, carries 0.754; number 47, C, carries 0.804; number 48, C, carries 2.419; number 49, C, carries -1.301; number 50, C, carries 0.370; number 51, C, carries 0.629; number 52, C, carries -0.823; number 53, C, carries -0.733; number 54, C, carries -1.106; number 55, C, carries -0.263; number 56, C, carries -0.974; number 57, C, carries -0.389; number 58, C, carries -0.268; number 59, C, carries 0.626; number 60, C, carries -0.649; number 61, C, carries -1.543; number 62, C, carries -0.824; number 63, C, carries -0.093; number 64, C, carries 0.744; number 65, C, carries 0.350; number 66, C, carries -0.655; number 67, C, carries -1.204; number 68, C, carries -0.287; number 69, C, carries -0.555; number 70, C, carries 0.487; number 71, C, carries 0.267; number 72, C, carries -0.988; number 73, C, carries -0.456; number 74, H, carries 0.327; number 75, H, carries 0.590; number 76, H, carries -0.041; number 77, H, carries 0.350; number 78, H, carries 0.099; number 79, H, carries 0.247; number 80, H, carries 0.311; number 81, H, carries 0.348; number 82, H, carries 0.702; number 83, H, carries 0.354; number 84, H, carries 0.143; number 85, H, carries 0.175; number 86, H, carries 0.296; number 87, H, carries -0.215; number 88, H, carries 0.342; number 89, H, carries 0.349; number 90, H, carries -0.057; number 91, H, carries 0.124; number 92, H, carries -1.003; number 93, H, carries 0.432; number 94, H, carries 0.311; number 95, H, carries 0.617; number 96, H, carries -0.508; number 97, H, carries -0.076; number 98, H, carries 0.259; number 99, H, carries 0.361